Below is the ion C6H12ClN3S with charge +2 at a distorted geometry, with properties calculated with the ωB97M-V functional and the def2-TZVPD basis.

```
! wB97M-V def2-TZVPD RIJCOSX def2/J DEFGRID3
* xyz 2 1
C 2.8052 -1.6220 2.0152
C 1.6450 -0.8127 1.7211
N 1.3906 0.2563 2.5744
S 0.3392 1.4863 2.2725
N 0.9630 -0.9242 0.6046
C -0.2644 -0.3722 0.3321
Cl -1.3365 -0.8538 1.6797
N -0.5710 0.3686 -0.5931
C -1.6328 0.8361 -1.3651
C -1.7564 -0.2368 -2.3976
C -1.5492 2.2363 -1.8853
H 3.8160 -1.2290 1.9500
H 2.8807 -2.4840 1.3227
H 2.8346 -2.0002 2.9916
H 1.7628 0.2232 3.5702
H 1.3119 -1.6879 -0.0816
H -2.5603 0.7011 -0.5908
H -0.9164 -0.3750 -3.0882
H -1.7917 -1.2311 -1.9559
H -2.5732 -0.0498 -3.1330
H -0.6226 2.6531 -2.3987
H -1.7108 2.7986 -1.0116
H -2.4639 2.3191 -2.5331
*
```

Lowest unoccupied orbital energy (spin up / spin down) (hartree): -0.462 / -0.472
Maximum force (eV/A): 4.2
Energy above the lowest of the compared OMol25 structures with the same formula, charge and spin (eV): 1.929
HOMO-LUMO gap (spin up / spin down) (eV): 4.80 / 4.49
E (hartree): -1257.632513